No. 1
The following is a DFT calculation (wB97M-V/def2-TZVPD) of a 2-piece molecular cluster, C3H11NO overall.

Atoms and positions in Å:
1 C -1.2380 -1.0470 0.0391
2 C -0.0768 -2.1681 -0.1528
3 C 0.7330 -1.4395 -1.1914
4 N -0.6986 -0.2103 1.1995
5 H -2.1720 -1.5586 0.3054
6 H -1.4443 -0.5796 -0.9104
7 H -0.2156 -3.3061 -0.3333
8 H 0.3758 -2.3895 0.8812
9 H 0.4070 -0.4503 -1.5418
10 H 0.8989 -1.9807 -2.0211
11 H 1.8638 -1.3391 -0.8342
12 H -0.0307 0.5050 0.8453
13 H -0.0588 -0.5578 1.8731
14 H 0.2843 4.8437 0.3313
15 H 0.6671 6.2539 0.5106
16 O 0.7049 5.4240 0.9994

The calculation puts the electronic energy at -250.8044 Ha. The total charge is 0. The LUMO energy is 0.0287 hartree. The SMILES is CCCN.O. For the HOMO-LUMO gap, the calculation gives 9.804 eV. As for the energy relative to the best compared isomer or geometry (same formula, charge and spin): 2.510 eV. The calculation puts the HOMO energy at -9.0 eV.

Electronic structure analysis, Mulliken charges in units of e: C -0.52; C -0.34; C -1.06; N -0.65; H 0.26; H 0.36; H 0.29; H 0.23; H 0.33; H 0.39; H 0.20; H 0.24; H 0.26; H 0.32; H 0.32; O -0.64

=====

No. 2
The following is a DFT calculation (wB97M-V/def2-TZVPD) of a 2-piece molecular cluster, C3H11NO overall.

Atoms and positions in Å:
1 C -2.7105 1.1171 -1.0745
2 N -3.1877 0.3898 0.0837
3 O -4.0958 -0.5926 -0.2850
4 H -3.8310 -1.3331 0.3147
5 H -3.7810 1.0129 0.9525
6 H -3.2867 1.0869 -2.0050
7 H -2.6713 2.1626 -0.7503
8 H -1.6874 0.7731 -1.2477
9 C 2.8496 -0.3726 -0.1653
10 C 3.4637 -0.7813 1.1695
11 H 3.2265 0.6050 -0.4664
12 H 1.7609 -0.3481 -0.1153
13 H 3.0288 -1.1390 -0.9192
14 H 3.2883 -0.0168 1.9262
15 H 4.5522 -0.8044 1.1177
16 H 3.0816 -1.7595 1.4645

The calculation puts the electronic energy at -250.7807 Ha. The total charge is 0. The LUMO energy is 0.0359 hartree. The SMILES is CNO.CC. For the HOMO-LUMO gap, the calculation gives 9.693 eV. As for the energy relative to the best compared isomer or geometry (same formula, charge and spin): 3.154 eV. The calculation puts the HOMO energy at -8.7 eV.

Electronic structure analysis, Mulliken charges in units of e: C -0.60; N -0.31; O -0.41; H 0.34; H 0.25; H 0.28; H 0.28; H 0.17; C -0.73; C -0.82; H 0.28; H 0.20; H 0.27; H 0.27; H 0.26; H 0.28

=====

No. 3
The following is a DFT calculation (wB97M-V/def2-TZVPD) of a 2-piece molecular cluster, C3H11NO overall.

Atoms and positions in Å:
1 C 1.1312 0.8254 -0.7355
2 N 0.0943 -2.2507 -1.6811
3 H 0.2674 1.0192 -1.3752
4 H 1.7933 1.7112 -0.4492
5 H 1.9771 0.4282 -1.3658
6 H -0.6169 -2.5777 -1.0928
7 H 0.9880 -2.9251 -1.5269
8 H 0.4009 -1.4817 -1.1477
9 C -0.0736 0.5132 1.3799
10 O 0.7398 0.0460 0.3545
11 C -1.5033 0.7844 0.9772
12 H 0.1908 1.5448 1.5891
13 H 0.0705 -0.1325 2.2331
14 H -1.9070 1.3538 1.7831
15 H -1.9609 -0.2214 1.0358
16 H -1.5918 1.3627 0.0214

The calculation puts the electronic energy at -250.8218 Ha. The total charge is 0. The LUMO energy is 0.0350 hartree. The SMILES is CCOC.N. For the HOMO-LUMO gap, the calculation gives 10.709 eV. As for the energy relative to the best compared isomer or geometry (same formula, charge and spin): 2.037 eV. The calculation puts the HOMO energy at -9.8 eV.

Electronic structure analysis, Mulliken charges in units of e: C -0.81; N -0.79; H 0.37; H 0.29; H 0.28; H 0.24; H 0.24; H 0.36; C -0.31; O -0.39; C -0.98; H 0.30; H 0.30; H 0.37; H 0.24; H 0.28